Here is C3H7NO2 as an isolated structure in a non-equilibrium geometry from the Open Molecules 2025 dataset. Energies are from wB97M-V/def2-TZVPD.

Last column: natural (NBO) charge in e.
Positions of all 13 atoms, in Å:
C  -0.800  0.192  -0.502  -0.1460
C  0.689  -0.258  -0.247  0.7638
C  -0.876  1.408  0.545  -0.6437
H  -1.523  -1.428  -1.162  0.3502
H  -0.835  -1.763  0.548  0.4340
H  -0.733  0.682  -1.595  0.2178
H  -2.019  1.646  0.795  0.2384
H  -0.500  2.446  -0.003  0.2266
H  -0.271  1.147  1.661  0.2364
H  2.564  0.254  0.109  0.5158
N  -1.583  -0.920  -0.191  -0.8564
O  0.821  -1.133  0.717  -0.6685
O  1.719  0.559  -0.441  -0.6683

Atomic forces in eV per Å
C 3.90 2.75 -0.57
C 0.94 -1.97 6.76
C -0.56 1.71 1.15
H -0.81 0.50 2.45
H -2.27 3.77 -2.70
H -1.12 -1.38 2.17
H 2.49 -0.82 -0.48
H -0.53 -2.83 1.73
H -1.84 0.92 -3.61
H -2.86 0.52 -1.49
N 0.62 -4.74 -1.18
O 0.15 2.21 -4.31
O 1.89 -0.65 0.08

## Properties
E_LUMO: 0.385 eV
E: -8806.10197 eV
gap between HOMO and LUMO: 0.3640 Ha



Here is one molecule with the formula C3H7NO2 in a non-equilibrium geometry from the Open Molecules 2025 dataset. Energies are from wB97M-V/def2-TZVPD.

Last column: natural (NBO) charge in e.
Positions of all 13 atoms, in Å:
C  -0.765  -1.276  0.952  0.5462
N  0.125  -0.296  1.008  -0.7165
C  0.980  0.038  -0.115  -0.2475
C  0.148  0.927  -1.121  -0.0713
O  -1.014  1.477  -0.592  -0.7156
O  -1.953  -1.192  1.138  -0.5149
H  -0.298  -2.212  0.645  0.0869
H  0.484  0.011  1.913  0.4212
H  1.914  0.493  0.259  0.2144
H  1.148  -0.903  -0.698  0.1896
H  0.589  1.844  -1.570  0.1944
H  -0.079  0.154  -1.993  0.1330
H  -1.279  0.935  0.173  0.4800

Atomic forces in eV per Å
C -1.85 -2.43 -0.72
N 2.71 3.45 1.46
C -0.36 -0.44 -0.66
C -0.10 -0.76 -2.06
O -0.57 -0.33 0.77
O 0.30 0.08 0.56
H -0.21 -0.82 -0.47
H -0.79 0.03 -0.42
H -0.45 -0.28 -0.33
H 0.57 0.65 0.60
H 0.77 -1.09 0.20
H 0.11 1.70 1.31
H -0.12 0.25 -0.23

## Properties
E_LUMO: 0.718 eV
SMILES: O=CNCCO
E: -8808.00669 eV
gap between HOMO and LUMO: 0.3922 Ha



Here is a 2-piece molecular cluster, C3H7NO2 overall from the Open Molecules 2025 dataset. Energies are from wB97M-V/def2-TZVPD.

Last column: natural (NBO) charge in e.
Positions of all 13 atoms, in Å:
C  -0.753  0.646  1.581  -0.0244
C  -1.897  0.041  1.811  -0.4062
N  0.128  0.240  0.524  -0.9000
H  -0.375  1.413  2.252  0.1816
H  -2.628  0.389  2.521  0.2049
H  -2.154  -0.886  1.307  0.1982
H  0.724  -0.514  0.836  0.3911
H  0.098  -0.229  -1.314  0.5101
H  0.618  1.019  0.109  0.3937
O  0.298  -0.518  -2.237  -0.6989
C  1.611  -0.527  -2.410  0.6495
O  2.402  0.043  -1.703  -0.6111
H  1.927  -1.117  -3.277  0.1115

Atomic forces in eV per Å
C 0.41 0.09 -0.07
C -0.48 -0.60 0.01
N -0.61 -0.27 0.05
H -0.31 0.41 -0.29
H 0.25 0.06 0.46
H -0.09 0.30 -0.42
H 0.48 0.27 -0.23
H -0.20 0.15 0.03
H 0.58 -0.15 0.44
O -0.10 -0.48 -0.12
C 0.32 0.25 0.13
O -0.01 -0.07 0.17
H -0.23 0.04 -0.16

## Properties
E_LUMO: 0.899 eV
SMILES: C=CN.O=CO
E: -8808.93223 eV
gap between HOMO and LUMO: 0.3903 Ha



Here is C3H7NO2 as an isolated structure from the Open Molecules 2025 dataset. Energies are from wB97M-V/def2-TZVPD.

Last column: natural (NBO) charge in e.
Positions of all 13 atoms, in Å:
C  1.667  0.928  -0.220  -0.2405
O  0.936  0.399  0.863  -0.5545
C  0.271  -0.793  0.527  -0.3507
C  -1.064  -0.664  -0.014  0.5969
O  -1.320  -1.736  -0.683  -0.6676
N  -1.891  0.371  0.054  -0.7708
H  1.013  1.202  -1.063  0.1557
H  2.412  0.209  -0.585  0.1756
H  2.172  1.830  0.140  0.1843
H  0.255  -1.462  1.395  0.2142
H  -0.122  -1.877  -0.509  0.4318
H  -2.705  0.435  -0.537  0.4107
H  -1.624  1.156  0.631  0.4149

Atomic forces in eV per Å
C 0.17 0.19 -0.20
O -0.02 -0.05 0.04
C -0.18 0.13 0.23
C 0.06 0.11 0.10
O 0.17 0.01 0.06
N 0.06 -0.04 -0.03
H 0.08 -0.05 0.13
H -0.10 0.09 0.07
H -0.06 -0.13 -0.07
H -0.03 0.02 -0.17
H -0.23 -0.13 -0.15
H 0.12 -0.03 0.07
H -0.04 -0.12 -0.08

## Properties
E_LUMO: 0.787 eV
E: -8806.70259 eV
gap between HOMO and LUMO: 0.3254 Ha



Here is one molecule with the formula C3H7NO2 in a non-equilibrium geometry from the Open Molecules 2025 dataset. Energies are from wB97M-V/def2-TZVPD.

Last column: natural (NBO) charge in e.
Positions of all 13 atoms, in Å:
C  0.936  1.253  0.489  -0.6331
C  -0.168  0.477  -0.159  -0.0341
O  -0.004  0.387  -1.584  -0.7190
C  -0.168  -0.989  0.639  0.6564
O  0.104  -1.144  1.805  -0.5910
N  -0.512  -1.868  -0.328  -0.8535
H  0.622  1.531  1.496  0.2327
H  1.171  2.138  -0.101  0.2184
H  1.816  0.610  0.569  0.2104
H  -1.127  1.025  -0.097  0.1980
H  0.707  -0.238  -1.786  0.4751
H  -1.003  -1.113  -0.821  0.4258
H  -0.744  -2.851  -0.168  0.4140

Atomic forces in eV per Å
C 0.25 0.24 0.13
C 0.28 -0.09 0.90
O -0.01 -0.53 0.41
C 0.16 1.30 0.11
O 0.04 0.16 -0.56
N -0.10 0.60 0.31
H 0.21 0.04 -0.01
H 0.00 0.06 0.11
H 0.08 0.25 0.05
H 0.27 -0.53 0.47
H -0.03 0.15 0.07
H -0.86 -2.47 -1.92
H -0.29 0.83 -0.06

## Properties
E_LUMO: 0.800 eV
SMILES: C[C@@H](O)C(N)=O
E: -8808.83839 eV
gap between HOMO and LUMO: 0.3846 Ha



Here is one molecule with the formula C3H7NO2 from the Open Molecules 2025 dataset. Energies are from wB97M-V/def2-TZVPD.

Last column: natural (NBO) charge in e.
Positions of all 13 atoms, in Å:
C  0.706  0.598  1.368  -0.6310
C  -0.259  0.561  0.185  0.0027
O  0.149  1.391  -0.890  -0.7093
C  -0.607  -0.885  -0.213  0.6438
O  -0.990  -1.666  0.640  -0.6218
N  -0.509  -1.249  -1.523  -0.8267
H  0.346  -0.053  2.168  0.2450
H  0.796  1.618  1.758  0.2184
H  1.707  0.254  1.077  0.1999
H  -1.221  0.964  0.519  0.2045
H  1.085  1.221  -1.057  0.4642
H  -0.215  -0.648  -2.277  0.4068
H  -0.989  -2.106  -1.755  0.4034

Atomic forces in eV per Å
C 0.05 -0.03 0.02
C -0.13 -0.10 0.28
O 0.21 -0.30 -0.16
C 0.12 -0.04 0.06
O 0.00 0.24 -0.20
N -0.13 -0.04 0.01
H 0.03 0.07 -0.16
H -0.06 -0.16 -0.15
H -0.14 0.01 -0.02
H 0.07 0.03 -0.08
H -0.08 0.11 0.05
H -0.21 0.19 0.39
H 0.27 0.02 -0.03

## Properties
E_LUMO: 0.725 eV
SMILES: C[C@@H](O)C(N)=O
E: -8810.03664 eV
gap between HOMO and LUMO: 0.3822 Ha



What are the energy relative to the best compared isomer or geometry (same formula, charge and spin) values for these records? In order: 4.427; 2.522; 1.597; 3.826; 1.690; 0.492 eV.